# 1
The following is a DFT calculation (wB97M-V/def2-TZVPD) of a 10-piece molecular cluster, C4H26O9 overall at a distorted geometry.

Summary:
structure (SMILES): C/C=C/C.O.O.O.O.O.O.O.O.O
relative energy (zero: lowest compared OMol25 entry of this formula, charge and spin): 323.0 kJ/mol
frontier orbital gap: 8.9 eV
E_tot: -845.068510 hartree
HOMO energy: -8.5 eV

Geometry as XYZ:
```
39
Properties=species:S:1:pos:R:3:forces:R:3
C 0.032566 -0.347199 -1.172513 2.2 1.3 3.2
C 1.306309 0.141885 -1.062337 -1.4 -1.5 -2.2
C 2.131977 0.374312 -2.294200 0.0 1.8 0.8
C -0.735999 -0.423771 0.172465 -0.2 0.1 -2.0
H -0.501061 -0.498208 -2.116606 0.8 0.3 0.2
H 1.879555 0.317436 -0.167638 -0.7 0.0 0.7
H 1.931506 -0.363140 -3.047946 0.4 -0.2 -0.5
H 1.839054 1.380537 -2.615040 -0.2 -0.1 -0.6
H 3.174946 0.592243 -2.034234 0.0 -0.9 -0.3
H -0.916880 -1.398350 0.556967 0.2 -1.2 0.1
H -1.777121 -0.189136 -0.139296 0.5 0.9 1.2
H -0.184734 0.087899 0.979905 -0.8 0.1 -0.9
H -3.070134 -1.802597 -2.200021 -0.5 -0.2 0.4
H -1.646969 -1.591725 -2.028700 0.4 -0.2 0.4
O -2.416199 -1.794719 -1.488837 -0.6 -0.2 -1.1
H -0.915814 3.530425 -0.482026 0.5 0.2 0.8
H -2.131754 3.062482 -1.121348 -0.5 0.3 0.1
O -1.870851 3.567331 -0.335906 0.3 -0.4 -1.1
H -2.950357 2.654200 2.024775 0.1 0.1 -0.3
H -2.519322 2.063652 0.677770 0.1 0.5 0.3
O -2.981106 1.848028 1.500253 -0.3 -0.5 0.1
H 0.885076 -4.223453 1.823738 -0.1 0.1 0.1
H 0.716686 -2.711243 1.544743 -0.2 -0.1 0.2
O 0.593438 -3.589287 1.162441 -0.1 0.1 0.1
H 0.226093 -3.589737 -0.826443 0.1 -0.1 0.2
H 0.233159 -4.454560 -2.093963 0.1 0.1 0.1
O 0.806876 -3.948906 -1.505594 -0.1 -0.1 -0.6
H -0.231388 2.478603 2.913756 -0.2 0.5 -0.1
H 0.408976 1.600536 1.974508 0.1 0.0 -0.6
O 0.040810 2.493121 1.986548 0.3 -0.3 0.7
H 1.741766 4.018017 0.091367 -0.3 0.7 -0.7
H 1.171679 3.981393 -1.482396 0.5 1.0 0.4
O 1.398841 3.536394 -0.667113 -0.4 -1.6 0.1
H -1.762211 0.613954 2.138490 -0.5 -0.2 1.1
H -1.790542 0.081927 3.669389 -0.4 0.4 -0.3
O -1.428254 -0.043573 2.791030 0.7 -0.3 -0.1
H 2.491720 -2.919144 0.840123 -0.5 0.1 0.1
H 3.836564 -2.356875 0.808635 0.2 0.5 0.3
O 2.983099 -2.178752 1.225254 0.5 -0.6 -0.5
```
Forces are in eV/Å.

=====

# 2
The following is a DFT calculation (wB97M-V/def2-TZVPD) of C5H8N2 as an isolated structure at a distorted geometry.

Summary:
relative energy (zero: lowest compared OMol25 entry of this formula, charge and spin): 271.5 kJ/mol
frontier orbital gap: 8.4 eV
E_tot: -304.732102 hartree
HOMO energy: -7.5 eV

Geometry as XYZ:
```
15
Properties=species:S:1:pos:R:3:forces:R:3
C -1.387807 -1.266341 0.488392 -0.1 -0.1 0.0
N -0.176398 -0.511135 0.249449 0.3 -0.1 -0.4
C 1.111076 -0.849244 0.575992 0.4 -0.2 0.3
C 1.962454 0.101747 0.076848 0.2 -0.3 0.2
C 1.178876 1.073277 -0.587829 0.1 -0.1 -0.2
C -0.131052 0.637756 -0.483743 1.3 -1.6 -0.9
N -1.371068 1.245604 -0.809161 1.1 1.5 2.2
H -1.977157 -0.849401 1.313255 0.2 -0.1 -0.1
H -1.998974 -1.223554 -0.415285 0.0 -0.1 0.2
H -1.121759 -2.301039 0.718149 0.0 0.2 0.0
H 1.303910 -1.733027 1.157403 0.1 -0.1 0.0
H 3.034685 0.120514 0.193660 -0.1 -0.1 0.0
H 1.506165 2.005842 -1.034044 -0.1 -0.3 0.0
H -0.711777 1.660993 0.158131 -3.4 1.3 -1.9
H -1.221172 1.888002 -1.601211 0.1 -0.1 0.7
```
Forces are in eV/Å.

=====

# 3
The following is a DFT calculation (wB97M-V/def2-TZVPD) of a 11-piece molecular cluster, C37H92BrN2O16S overall at a distorted geometry.

Summary:
net charge: +1
frontier orbital gap: 9.4 eV
E_tot: -5750.015927 hartree
HOMO energy: -11.4 eV

Geometry as XYZ:
```
149
Properties=species:S:1:pos:R:3:forces:R:3
C 8.228161 -0.039510 1.426042 0.6 0.2 0.1
C 8.487616 0.505481 0.013606 -0.6 -0.5 -0.1
C 7.674758 1.771936 -0.332368 0.6 -0.4 0.1
C 7.741499 2.872125 0.738120 -0.3 0.9 -0.5
C 6.490085 3.777921 0.778851 -0.3 -1.3 -0.6
C 5.230670 2.910721 1.023889 0.1 0.1 0.7
C 4.084600 3.622856 1.788594 -0.3 0.1 -0.6
C 2.799189 3.822065 0.962858 0.2 -0.3 -0.4
C 1.846730 2.602700 0.903739 -0.4 0.1 -1.0
C 2.526187 1.232543 1.007416 -0.1 0.9 0.5
C 1.553544 0.067678 1.051423 1.2 -0.4 0.6
N 0.635074 -0.008318 -0.161907 1.1 0.3 0.0
C -0.841984 0.078271 0.117756 -1.3 0.3 1.0
C -1.380888 1.452817 -0.338679 0.3 -0.1 -0.5
C -2.453607 2.147800 0.552711 -1.6 0.6 -0.8
C -3.764015 2.449607 -0.245469 0.6 0.0 0.0
O -2.761763 1.504675 1.773463 0.5 -0.6 0.3
C -1.691624 -1.174649 -0.344324 -1.1 0.2 -1.2
C -3.187996 -0.738507 -0.571224 0.2 0.6 -1.1
C -4.085062 -1.896904 -1.005422 1.1 2.1 -0.9
O -4.461346 -2.752612 -0.341187 -1.1 -2.4 1.8
Br -4.717902 -1.858287 -2.884863 0.1 0.3 0.0
N -1.780470 -2.260047 0.607784 0.3 0.2 0.3
C -2.505182 -2.007014 1.870332 -0.1 -0.2 0.8
C -0.602284 -3.016924 0.907070 -1.0 -2.7 -0.8
C -0.600548 -4.490897 0.497075 -0.3 0.7 -0.8
O 0.335276 -2.620755 1.510813 1.4 1.7 0.9
C -1.273269 -1.641673 -1.801956 0.5 0.2 -0.9
O -1.302356 -3.041647 -1.939898 0.0 0.4 0.4
C -1.525763 -3.504094 -3.271087 0.9 -1.6 -0.3
C -0.493194 -4.612370 -3.575755 -0.3 1.1 -0.2
C 0.093610 -1.057536 -2.274696 -1.0 -0.6 1.0
C 1.052778 -1.082117 -1.089561 0.5 -0.1 -1.9
S 2.711760 -0.689337 -1.800356 2.2 0.0 -0.6
C 2.986572 -1.726917 -3.262331 -0.9 0.8 0.4
O 2.764073 0.686586 -2.231570 -1.4 0.3 -0.2
O 3.748536 -1.047133 -0.884421 -0.1 -0.7 1.0
H 8.448220 -1.107176 1.504998 -0.1 0.1 -0.1
H 8.900454 0.452763 2.136765 -0.2 0.0 0.1
H 7.198716 0.126564 1.757165 0.1 0.0 -0.1
H 9.557532 0.637756 -0.166209 0.0 0.2 0.2
H 8.175190 -0.280248 -0.687372 0.1 0.2 -0.1
H 8.113551 2.165842 -1.256895 -0.3 0.1 0.0
H 6.662677 1.440096 -0.585767 0.0 0.2 0.2
H 8.573419 3.519682 0.460360 0.1 -0.1 0.2
H 7.965391 2.516406 1.740437 -0.2 -0.3 -0.1
H 6.574103 4.547984 1.548546 0.1 0.0 -0.1
H 6.413336 4.215951 -0.222648 -0.1 0.5 0.3
H 5.542485 2.053533 1.637996 0.0 0.0 -0.2
H 4.889791 2.490622 0.073931 -0.1 0.1 0.1
H 3.829738 3.050472 2.686507 0.2 0.3 0.1
H 4.442817 4.615010 2.074639 -0.1 -0.1 0.3
H 2.230161 4.693090 1.295888 0.0 -0.1 0.1
H 3.093135 4.051474 -0.068273 0.0 0.1 0.1
H 1.372133 2.634243 -0.106433 0.2 0.3 0.6
H 1.014940 2.731850 1.609587 0.2 -0.3 0.2
H 3.290900 1.168343 0.236250 -0.2 -0.3 0.0
H 3.066857 1.199700 1.959396 0.0 -0.3 -0.1
H 2.125190 -0.860544 1.065921 -0.2 0.0 -0.1
H 1.032484 0.094804 2.007950 -0.7 0.0 -0.5
H 0.888823 0.840930 -0.696949 -0.3 0.0 0.2
H -0.943540 0.058952 1.205422 0.2 0.0 -0.1
H -0.589976 2.203382 -0.457425 0.2 -0.4 0.2
H -1.746729 1.334524 -1.365191 -0.2 0.1 0.1
H -2.101021 3.144068 0.829146 0.5 -0.3 0.1
H -4.021365 3.503052 -0.151387 -0.2 -0.1 0.2
H -3.654858 2.261464 -1.318396 0.0 0.0 0.1
H -4.616154 1.864591 0.104548 0.1 0.1 0.0
H -3.667414 1.169631 1.789612 0.1 0.3 -0.1
H -3.605223 -0.206405 0.278251 -0.2 -0.6 0.2
H -3.260098 -0.042065 -1.405258 0.3 0.1 0.2
H -2.751018 -0.962506 2.067139 0.3 0.0 -0.2
H -3.434183 -2.576365 1.963758 0.0 0.1 -0.4
H -1.889129 -2.330627 2.713821 0.0 0.2 -0.1
H 0.150904 -4.556864 -0.299471 0.0 -0.2 0.2
H -0.284232 -5.134565 1.314763 -0.1 0.1 0.1
H -1.545765 -4.781573 0.040305 0.0 -0.2 0.3
H -1.980469 -1.256434 -2.544942 -0.2 0.2 0.4
H -2.503280 -3.983886 -3.339629 -0.2 0.5 0.0
H -1.396097 -2.733603 -4.037549 -0.3 0.2 0.3
H 0.499199 -4.166297 -3.450707 0.1 -0.4 0.1
H -0.653426 -5.475616 -2.933561 0.2 0.0 0.0
H -0.590224 -4.883010 -4.630133 0.0 -0.2 0.1
H 0.405967 -1.665315 -3.124055 0.2 0.1 0.2
H -0.037888 -0.026637 -2.623152 0.1 -0.1 0.0
H 1.200141 -2.055959 -0.622442 -0.3 0.2 0.2
H 4.064028 -1.670997 -3.405700 0.0 -0.1 0.3
H 2.505373 -1.210508 -4.090372 -0.1 -0.4 -0.1
H 2.628012 -2.742678 -3.107359 0.1 0.0 -0.1
C 2.845904 -1.371442 -7.119625 -0.1 -0.3 -0.1
O 2.334884 -2.372011 -6.236540 -0.1 0.0 0.0
H 3.024946 -0.466072 -6.543242 0.0 0.0 0.0
H 3.785353 -1.703661 -7.564806 0.0 0.1 0.0
H 2.122060 -1.156522 -7.907965 0.1 0.1 0.0
H 2.182431 -3.166044 -6.760294 0.0 0.1 0.1
C 0.109845 4.718241 -2.687896 0.2 -0.1 -0.1
O 1.077973 4.038166 -1.889209 -0.2 -0.1 -0.2
H -0.631260 5.157814 -2.024384 0.1 0.0 0.1
H 0.586280 5.510738 -3.267765 -0.1 0.1 0.0
H -0.384953 4.016898 -3.365446 -0.1 0.1 -0.1
H 1.727817 3.659172 -2.493292 0.0 0.0 0.2
C -7.585748 -2.333109 2.246336 0.2 -0.2 -0.3
O -6.192712 -2.178461 1.979465 0.1 0.1 0.1
H -7.824061 -1.792392 3.159873 0.1 0.0 0.0
H -8.175949 -1.922810 1.424008 -0.1 0.0 0.1
H -7.822810 -3.391429 2.382118 -0.2 0.0 0.0
H -5.993636 -2.660207 1.169921 0.0 0.0 0.1
C -9.008915 -1.940502 -2.881269 0.3 0.0 0.1
O -8.393195 -1.011749 -1.992928 0.0 0.0 0.1
H -10.058692 -1.675234 -2.975035 0.0 0.1 0.0
H -8.538761 -1.893167 -3.866799 -0.1 -0.1 -0.1
H -8.930704 -2.956001 -2.484990 -0.1 -0.1 -0.1
H -7.464883 -1.255973 -1.917687 -0.1 0.1 0.0
C -6.928221 3.535733 -1.703657 -0.2 -0.1 0.2
O -6.618480 3.031708 -0.405317 -0.2 0.0 0.0
H -5.997482 3.648814 -2.256034 0.0 0.0 0.1
H -7.578756 2.838383 -2.235980 0.0 0.1 -0.1
H -7.418451 4.508250 -1.625902 0.0 0.0 -0.1
H -7.450741 2.937218 0.071023 0.1 0.0 0.0
C -9.232744 -4.297443 5.649244 0.2 0.3 -0.1
O -8.742086 -3.081642 6.208312 -0.1 -0.1 -0.1
H -9.941796 -4.736457 6.345910 0.0 0.1 0.0
H -9.738259 -4.097016 4.700881 -0.1 -0.2 0.0
H -8.406022 -4.994909 5.490369 -0.1 -0.1 -0.1
H -8.116730 -2.709440 5.577858 -0.1 0.0 0.1
C -2.896675 -6.874993 2.109440 -0.3 0.2 -0.2
O -3.336408 -7.006113 0.760593 0.1 0.0 0.0
H -2.065859 -7.557403 2.270200 0.0 0.0 -0.1
H -2.564415 -5.848949 2.292914 0.1 0.0 0.2
H -3.709369 -7.127789 2.794169 0.1 0.0 0.2
H -4.071253 -6.396638 0.634974 0.0 -0.1 0.0
C -6.680616 -1.734656 8.079118 0.3 -0.1 -0.2
O -5.285708 -1.565262 7.821828 0.0 0.1 0.0
H -6.924895 -1.203293 8.995512 0.1 0.0 0.0
H -7.266904 -1.321214 7.257485 -0.2 0.0 0.1
H -6.914460 -2.792523 8.202401 -0.2 0.1 0.0
H -5.082994 -2.040046 7.009787 0.0 0.0 0.1
C 7.617705 6.030761 -3.059941 -0.1 0.2 0.2
O 7.775678 6.153539 -1.650607 0.0 0.0 0.0
H 8.174729 5.156953 -3.389301 0.0 0.0 0.1
H 6.562182 5.900278 -3.314900 0.0 0.0 -0.2
H 8.009374 6.916632 -3.565808 0.0 -0.1 -0.1
H 7.278355 6.929876 -1.372452 0.1 -0.1 0.1
C 10.691936 4.621222 2.474769 0.0 -0.3 0.2
O 10.080837 3.348300 2.279758 0.3 0.1 0.3
H 10.446079 5.249330 1.621223 0.0 -0.1 0.0
H 10.312194 5.089780 3.386107 0.1 0.1 0.0
H 11.777440 4.516688 2.541871 0.0 0.2 0.0
H 10.306556 2.802644 3.041303 0.0 0.0 -0.1
```
Forces are in eV/Å.

=====

Q: Which of these has the lowest E_tot?
A: C37H92BrN2O16S